# 1
{"formula": "C22H28N6O2", "method": "wB97M-V/def2-TZVPD", "symbols": ["O", "O", "N", "N", "N", "N", "N", "N", "C", "C", "C", "C", "C", "C", "C", "C", "C", "C", "C", "C", "C", "C", "C", "C", "C", "C", "C", "C", "C", "C", "H", "H", "H", "H", "H", "H", "H", "H", "H", "H", "H", "H", "H", "H", "H", "H", "H", "H", "H", "H", "H", "H", "H", "H", "H", "H", "H", "H"], "coordinates": [[-5.15736, 1.45502, 1.05311], [-2.58758, -1.63099, 0.04784], [-1.27874, 2.49997, -0.08100], [-3.11469, 0.99202, 0.18238], [5.40482, -1.15316, 1.19974], [5.33734, -2.33755, 0.59520], [2.32998, 0.62639, -1.15925], [-0.91683, 3.75266, 0.21685], [-6.17228, -0.96744, 0.27834], [1.36640, -0.17951, -0.43773], [-4.38523, 0.66141, 0.55468], [3.41515, -0.17813, -1.69984], [4.74563, -0.19242, 0.51290], [4.21954, -0.80816, -0.61172], [-1.94805, 4.29585, 0.83095], [-4.79633, -0.74848, 0.27097], [-2.53651, 2.23605, 0.36117], [0.67069, 2.37557, -1.53986], [-1.72006, -2.74043, -0.03202], [1.66839, 1.41556, -2.17938], [-5.86965, -3.28284, -0.18423], [-4.49830, -3.09876, -0.18507], [-6.71603, -2.21486, 0.04949], [4.65399, 1.21388, 0.97479], [-0.36342, 1.59463, -0.73281], [4.62299, -2.14688, -0.49764], [6.11790, -1.00650, 2.43386], [0.37433, 0.72182, 0.28794], [-3.00830, 3.39134, 0.95404], [-3.94357, -1.84290, 0.03775], [1.14603, 0.77041, -2.91267], [-1.79260, -3.23742, -1.00417], [6.91758, -0.27009, 2.33225], [4.42529, -2.96203, -1.16542], [1.90789, -0.79583, 0.28373], [1.18948, 3.05674, -0.86702], [4.28356, 1.26085, 1.99867], [-6.26895, -4.26966, -0.36456], [5.63181, 1.69595, 0.94708], [-6.80299, -0.11396, 0.47661], [2.42738, 1.98824, -2.71800], [5.44604, -0.69004, 3.23494], [3.04312, -0.96853, -2.37762], [-1.90007, 5.31305, 1.16491], [3.96930, 1.75168, 0.32601], [-7.78565, -2.35349, 0.05638], [0.17553, 2.96845, -2.30923], [-3.96807, 3.53774, 1.39927], [0.91590, 1.37295, 0.97490], [-0.71577, -2.33714, 0.09099], [-1.91783, -3.46082, 0.76598], [-2.52917, 0.25859, -0.18969], [-0.33109, 0.12009, 0.86435], [4.05586, 0.48976, -2.28663], [-3.86205, -3.95040, -0.36510], [6.54581, -1.97513, 2.68269], [-0.94068, 0.95335, -1.41472], [0.82012, -0.85651, -1.12539]], "mulliken_charge": [-0.668, -0.437, 1.045, 0.094, 0.873, -1.093, 0.552, -1.366, -0.638, -1.022, 0.721, -0.964, 0.518, 0.756, -0.482, -0.120, 0.500, -0.694, -0.880, -0.917, -0.540, -0.508, -0.771, -1.624, -0.656, -0.910, -0.864, -0.387, -0.772, 1.009, 0.385, 0.366, 0.302, 0.521, 0.520, 0.291, 0.346, 0.398, 0.414, 0.455, 0.442, 0.313, 0.347, 0.456, 0.284, 0.397, 0.412, 0.484, 0.202, 0.093, 0.413, 0.332, 0.407, 0.391, 0.392, 0.290, 0.196, 0.396], "homo_lumo_gap_ev": 8.704, "multiplicity": 1, "smiles": "COc1ccccc1C(=O)Nc1ccnn1C1CCN(Cc2cnn(C)c2C)CC1", "total_energy_ev": -36303.9120, "homo_ev": -8.19, "max_force_ev_per_a": 0.9}



# 2
{"formula": "C22H28N8O", "method": "wB97M-V/def2-TZVPD", "symbols": ["O", "N", "N", "N", "N", "N", "N", "N", "N", "C", "C", "C", "C", "C", "C", "C", "C", "C", "C", "C", "C", "C", "C", "C", "C", "C", "C", "C", "C", "C", "C", "H", "H", "H", "H", "H", "H", "H", "H", "H", "H", "H", "H", "H", "H", "H", "H", "H", "H", "H", "H", "H", "H", "H", "H", "H", "H", "H", "H"], "coordinates": [[-0.13598, -7.06638, 3.53689], [3.80085, 4.06772, 1.08935], [1.00475, 1.31696, -1.32573], [-3.72357, -1.25171, -2.12559], [-0.55086, -2.82492, 0.78045], [3.64569, 2.96969, 0.67728], [3.08837, 4.98833, 0.39074], [2.81869, 4.09154, -0.85128], [-0.25721, -1.08140, -0.58941], [-0.43378, 5.15419, -0.72440], [-1.87787, -6.65610, 1.95350], [-2.35813, -2.70076, -0.78262], [-2.93799, -3.95782, -0.41227], [0.94881, -6.49021, 4.17411], [0.44271, 4.35885, -1.68975], [2.46439, 1.81017, -1.30834], [1.78503, 4.73109, -1.76651], [-0.70190, -0.30649, -1.68296], [-2.53893, -5.77439, 1.04974], [0.01358, 4.86993, 0.84388], [0.95475, 0.82701, 0.29963], [-0.99956, -4.06847, 1.10931], [-0.31977, -4.94452, 1.90691], [-0.88925, -2.26732, -0.27583], [-1.99604, -4.72771, 0.54033], [2.93682, 2.89911, -0.64734], [-1.96225, 4.80029, -1.06513], [-3.13344, -1.92798, -1.57750], [0.86613, -0.71055, 0.14542], [0.75849, 0.49065, -2.19718], [-0.77080, -6.15827, 2.50367], [1.65867, -1.02218, -0.06829], [-2.23286, -7.61188, 2.29758], [0.89482, 5.34283, 0.93531], [1.26647, -7.16384, 4.83010], [2.06877, 4.53940, -2.85793], [-2.20479, 3.78830, -0.79461], [-3.46278, -6.50973, 0.56753], [-0.22412, 3.93391, 1.10471], [1.76905, -6.49224, 3.39757], [-0.16527, 4.71969, -2.71237], [-3.83822, -4.20828, -0.77148], [0.91622, -5.56015, 4.71306], [1.81875, 1.04757, 0.88796], [1.46675, -0.25512, -2.46310], [2.50495, 2.15741, -2.49451], [0.51011, -1.03095, 1.23965], [1.73632, 5.87812, -1.54985], [-0.10065, 1.33278, 0.63250], [-0.35062, 6.39319, -0.82438], [-2.32594, 4.99780, -1.91333], [0.14995, 3.34517, -1.51789], [-2.73368, 5.39594, -0.35336], [-0.74008, 5.29069, 1.25454], [0.64922, -4.45644, 2.43179], [-1.51323, 0.32970, -1.41889], [0.24612, 1.07913, -3.11798], [3.16701, 1.12880, -1.05662], [-0.87270, -0.85018, -2.35706]], "mulliken_charge": [-0.399, -0.623, 0.637, -0.449, -0.287, -0.159, -0.332, 0.438, 0.276, 0.486, -0.553, 0.393, -1.319, -0.851, 0.288, -1.338, -1.080, -2.031, -0.097, -2.156, -0.845, -0.398, -0.298, 0.239, 0.779, 0.911, -1.654, 0.317, -0.863, -1.111, 0.472, 0.562, 0.426, 0.548, 0.342, 0.256, 0.323, 0.115, 0.304, 0.320, 0.274, 0.567, 0.322, 0.632, 0.354, 0.323, 0.387, 0.394, 0.193, 0.269, 0.620, -0.039, 0.303, 0.896, 0.175, 0.469, 0.399, 0.450, 1.422], "homo_lumo_gap_ev": 8.292, "multiplicity": 1, "smiles": "COc1ccc2cc(C#N)c(N3CCN(Cc4nnnn4CCC(C)C)CC3)nc2c1", "total_energy_ev": -37216.6055, "homo_ev": -8.59, "max_force_ev_per_a": 17.3}